Density functional theory data (the ωB97M-V functional and the def2-TZVPD basis) for a cluster of 2 separate species, C6H10NOP in total in a non-equilibrium geometry.

Properties
* multiplicity: 1
* energy relative to the best compared isomer or geometry (same formula, charge and spin): 327.6 kJ/mol
* orbital gap (spin up / spin down): 0.2466 / 0.3032 Ha
* HOMO level (spin up / spin down): -7.03 / -7.72 eV
* total energy: -19206.51325 eV
* charge: 0

The geometry in XYZ format:
```
19
Properties=species:S:1:pos:R:3:forces:R:3:lowdin_charge:R:1
C 0.59166 0.50012 1.18244 -0.40 0.39 0.57 -0.23
H -1.56586 -1.37798 1.36930 -0.32 0.10 0.39 -0.08
H -4.31725 0.88419 -0.50342 0.24 0.02 0.04 0.12
N -3.43242 0.39623 -0.61297 -0.98 -0.10 -0.50 0.11
C 1.67598 1.33951 0.58586 0.09 0.03 -0.08 -0.09
H -0.47767 -2.77402 0.43178 -0.11 -0.08 -0.18 -0.11
H 2.61813 1.47368 -1.34327 0.17 0.19 -0.04 0.10
C -2.35487 0.70854 0.06338 1.09 1.09 0.98 -0.46
H 0.84826 0.05534 2.14730 0.09 -0.10 0.09 0.12
H -0.31596 1.12682 1.37474 0.64 -0.33 0.09 0.09
C 1.90762 1.01541 -0.67834 0.08 0.05 0.05 -0.10
O -2.10236 1.57865 0.85884 -0.91 -0.39 -0.72 0.04
C 0.28475 -0.47664 0.12246 -0.88 0.18 -0.52 -0.48
H 2.16055 2.12015 1.14392 0.16 0.21 0.03 0.10
H 0.40668 0.10681 -1.96019 -0.08 0.02 -0.09 0.11
C 1.05296 -0.13413 -1.11042 0.15 -0.37 -0.14 -0.23
H -3.41549 -0.44728 -1.16663 0.04 0.08 0.08 0.07
P -1.15216 -1.55865 0.05156 0.86 -0.95 0.08 0.81
H 1.66186 -0.98799 -1.43464 0.06 -0.03 -0.14 0.11
```
Forces are in eV/Å.

***

Density functional theory data (the ωB97M-V functional and the def2-TZVPD basis) for the ion C6H10NS with charge +1 in a non-equilibrium geometry.

Properties
* multiplicity: 1
* energy relative to the best compared isomer or geometry (same formula, charge and spin): 273.7 kJ/mol
* orbital gap: 0.2823 Ha
* HOMO level: -12.11 eV
* total energy: -18699.07535 eV
* charge: +1

The geometry in XYZ format:
```
18
Properties=species:S:1:pos:R:3:forces:R:3:lowdin_charge:R:1
H -2.08010 -1.78609 -0.71852 -0.37 1.76 0.64 0.21
H 2.91363 0.42863 1.20292 -0.75 -0.77 -1.12 0.14
C -1.11853 -0.17735 0.27680 0.77 -0.16 3.30 -0.65
C 0.79881 0.73600 -1.41570 -1.34 -0.99 -1.41 -0.03
C 1.97922 0.18087 0.61815 0.97 0.99 1.36 -0.07
H 2.51043 1.80134 -0.62866 -1.12 -0.15 -0.46 0.13
H 0.73087 1.36165 -2.25637 -0.22 0.49 -1.28 0.06
H -3.13094 -0.97668 0.34233 0.51 0.57 -0.56 0.18
H 1.63525 -1.42896 1.91131 -0.41 0.54 -0.38 0.13
H -0.33219 2.03725 0.68058 0.52 0.04 0.20 -0.10
H -0.41218 -1.97803 0.93794 -0.65 -1.31 0.09 0.11
C 1.71531 1.03212 -0.53725 2.23 -0.35 1.85 -0.19
C -0.14719 -0.95776 0.88684 -3.83 0.58 -2.76 -0.11
H 0.08298 -0.15545 -1.35477 1.75 1.72 -0.34 0.09
C 1.18003 -0.75597 1.15831 2.72 0.67 1.71 -0.12
H -2.50480 -0.10828 -1.10984 -0.52 -2.07 1.57 0.18
S -1.50584 1.57277 0.30003 -0.11 -1.13 -0.36 0.92
N -2.31474 -0.82606 -0.29410 -0.17 -0.44 -2.05 0.12
```
Forces are in eV/Å.

***

Density functional theory data (the ωB97M-V functional and the def2-TZVPD basis) for the ion C6H10O with charge -1.

Properties
* multiplicity: 2
* ⟨S²⟩: 0.76
* energy relative to the best compared isomer or geometry (same formula, charge and spin): 5.4 kJ/mol
* orbital gap (spin up / spin down): 0.1599 / 0.2492 Ha
* HOMO level (spin up / spin down): -0.10 / -2.71 eV
* total energy: -8429.70886 eV
* charge: -1

The geometry in XYZ format:
```
17
Properties=species:S:1:pos:R:3:forces:R:3:lowdin_charge:R:1
H 1.23332 0.60417 1.90882 -0.06 -0.38 -0.20 0.00
C 0.89104 -0.43599 1.92846 0.22 0.58 0.28 -0.07
H 1.24383 -0.98786 2.79413 -0.30 -0.25 -0.06 -0.01
H 0.49181 1.65864 0.16517 0.23 0.05 -0.11 0.06
H 0.19019 -3.04604 1.57154 0.06 0.16 -0.01 0.06
C -0.19654 -0.28616 -0.29908 -0.25 -0.38 0.13 -0.18
H -1.38850 -2.30797 1.66970 -0.11 0.04 0.07 0.06
C 0.06488 1.03514 -0.61806 -0.12 0.15 0.08 -0.18
H -0.52531 1.02640 -2.68244 0.16 -0.33 -0.16 0.09
H -0.70407 -0.92860 -1.02311 0.00 0.26 -0.19 0.08
O -0.69153 2.91881 -2.02479 -0.10 0.23 -0.30 -0.14
C 0.12312 -0.96809 0.90926 0.14 0.32 -0.35 -0.48
H -0.75910 -2.80318 0.11360 0.07 0.18 -0.10 0.05
H -0.54431 3.36883 -1.18946 0.01 -0.19 0.19 0.05
C 0.01083 1.64809 -1.97288 0.02 0.09 0.82 -0.32
H 1.03876 1.84032 -2.31324 -0.04 0.03 -0.40 0.08
C -0.47843 -2.33652 1.06238 0.07 -0.56 0.30 -0.13
```
Forces are in eV/Å.

***

Density functional theory data (the ωB97M-V functional and the def2-TZVPD basis) for a cluster of 2 separate species, C6H10O in total.

Properties
* multiplicity: 1
* energy relative to the best compared isomer or geometry (same formula, charge and spin): 444.9 kJ/mol
* orbital gap: 0.3443 Ha
* HOMO level: -8.49 eV
* total energy: -8426.62975 eV
* charge: 0

The geometry in XYZ format:
```
17
Properties=species:S:1:pos:R:3:forces:R:3:lowdin_charge:R:1
C 1.59057 -0.71749 -0.57318 0.16 -0.22 -0.02 -0.23
H -2.43873 -0.66849 0.13997 0.12 0.09 0.02 0.08
H 0.41744 -2.58940 -0.40427 0.00 0.15 -0.03 0.11
H -1.85956 0.72683 1.07067 0.04 -0.10 -0.12 0.07
C 1.02740 1.27747 -0.51677 0.12 -0.29 -0.03 0.03
H -0.38124 -1.26961 1.40997 0.03 0.09 -0.13 0.14
H -1.03625 3.47902 0.61835 0.03 -0.01 -0.02 0.03
O 1.50707 0.44691 -1.44242 -0.07 0.19 0.00 -0.03
H -1.57609 0.65248 -0.67215 0.00 -0.09 0.12 0.07
H -0.20383 -1.44871 -1.62493 0.07 -0.01 0.13 0.12
C 0.29506 -1.53255 -0.65448 -0.05 -0.10 -0.07 -0.07
C -0.30562 -0.67375 0.49438 -0.15 -0.03 0.05 -0.30
C -1.61864 0.05148 0.24270 -0.03 0.03 0.00 -0.08
H 2.57254 -1.19056 -0.61655 -0.15 0.06 0.01 0.15
H 1.46668 0.37515 1.51143 -0.07 -0.02 -0.15 0.14
H -0.49867 3.10782 0.25346 -0.09 0.09 0.06 -0.02
C 1.01492 0.16639 0.54102 0.05 0.17 0.18 -0.20
```
Forces are in eV/Å.

***

Density functional theory data (the ωB97M-V functional and the def2-TZVPD basis) for a cluster of 2 separate species, C6H10O in total.

Properties
* multiplicity: 1
* energy relative to the best compared isomer or geometry (same formula, charge and spin): 137.5 kJ/mol
* orbital gap: 0.3690 Ha
* HOMO level: -9.68 eV
* total energy: -8429.81503 eV
* charge: 0

The geometry in XYZ format:
```
17
Properties=species:S:1:pos:R:3:forces:R:3:lowdin_charge:R:1
C -1.19303 1.00736 0.16022 0.08 0.08 0.16 -0.26
H 0.27890 -2.19974 -1.57868 0.11 0.09 0.07 0.07
H 2.27578 -0.36844 0.93806 0.01 0.10 -0.10 0.12
H -1.07379 1.54654 -0.78059 -0.01 -0.05 0.15 0.10
C 0.86569 -1.66807 -0.83548 0.10 0.10 -0.03 0.02
H -2.13830 -0.69179 1.09149 0.00 0.10 -0.12 0.07
H -3.16788 0.17834 -0.06353 0.15 -0.04 0.01 0.07
H 0.90284 -2.10302 0.16258 0.01 0.07 -0.14 0.07
C -2.14204 -0.15373 0.13774 -0.02 -0.06 0.03 -0.12
C -0.50032 1.40538 1.22340 -0.09 -0.02 -0.12 -0.03
C 1.50756 -0.53292 -1.10361 -0.09 -0.17 0.00 -0.14
H 1.48343 -0.05423 -2.07977 0.02 -0.09 0.12 0.11
H -1.87392 -0.86210 -0.65681 -0.04 0.12 0.12 0.06
O 2.93240 1.15698 -0.22022 -0.26 -0.38 0.07 0.04
C 2.29619 0.14229 -0.04980 0.15 0.20 -0.06 -0.31
H 0.17990 2.25154 1.17729 -0.11 -0.11 -0.01 0.06
H -0.58695 0.89324 2.18056 -0.01 0.05 -0.14 0.06
```
Forces are in eV/Å.

***

Density functional theory data (the ωB97M-V functional and the def2-TZVPD basis) for the molecule C6H10O in a non-equilibrium geometry.

Properties
* multiplicity: 1
* energy relative to the best compared isomer or geometry (same formula, charge and spin): 113.9 kJ/mol
* orbital gap: 0.3454 Ha
* HOMO level: -8.47 eV
* total energy: -8430.05962 eV
* charge: 0

The geometry in XYZ format:
```
17
Properties=species:S:1:pos:R:3:forces:R:3:lowdin_charge:R:1
H -1.58028 -1.67169 1.33313 0.01 -0.03 -0.24 0.07
O 1.66073 1.89077 -0.14267 0.36 0.02 -0.31 0.01
H -1.22255 0.29800 -0.51328 -0.11 0.08 0.36 0.12
H -1.51489 2.77466 -0.62362 -0.28 -0.16 0.36 0.06
H -0.81822 -2.21814 -0.92711 -0.16 -0.32 0.17 0.11
H 0.03088 -1.30286 1.82477 0.14 -0.24 0.14 0.07
H -0.50744 -2.99746 1.72496 0.09 -0.08 -0.07 0.06
H 1.63942 -0.65456 -0.81710 0.03 0.10 0.53 0.11
C 0.30615 1.80360 -0.39130 0.52 -0.41 0.30 -0.42
C 0.58247 -0.69281 -0.56606 0.16 0.22 0.01 -0.09
H -0.13619 3.84768 -0.07853 0.16 -0.05 0.21 0.06
C -0.54903 -2.02215 1.24435 -0.27 0.38 0.28 -0.11
C -0.03229 -2.02552 -0.19351 0.22 0.24 -0.69 -0.25
C -0.14442 0.42317 -0.53808 -0.66 -0.15 -0.12 -0.08
C -0.50404 2.84743 -0.25625 -0.08 0.39 -1.07 0.06
H 0.72331 -2.79882 -0.30877 -0.01 -0.12 -0.07 0.10
H 2.06638 2.49870 -0.77093 -0.13 0.11 0.21 0.11
```
Forces are in eV/Å.